Formula: C27H72N17O34
Source: OMol25
Level of theory: wB97M-V/def2-TZVPD

Summary:
Largest force on an atom ... 0.071 hartree/bohr
Calculated total energy ... -4559.3264 Ha
HOMO level ... -0.1683 hartree
Orbital gap ... 5.32 eV

```
! RIJCOSX wB97M-V def2-TZVPD def2/J DEFGRID3
* xyz -1 1
C -2.587 2.212 6.374
C -1.465 2.199 5.240
C -1.306 3.567 4.614
N -0.449 3.626 3.300
C -0.374 5.128 2.890
C 0.464 5.353 1.618
C 1.886 4.708 1.685
C 1.815 3.237 2.205
C 0.984 3.079 3.491
C -1.194 2.861 2.272
H -3.552 2.359 5.888
H -2.486 2.854 7.249
H -2.637 1.223 6.829
H -1.752 1.506 4.449
H -0.487 1.869 5.588
H -0.893 4.265 5.343
H -2.270 3.933 4.260
H 0.060 5.660 3.736
H -1.423 5.422 2.855
H 0.648 6.415 1.458
H -0.036 4.932 0.746
H 2.494 5.262 2.401
H 2.376 4.847 0.722
H 2.804 2.857 2.463
H 1.426 2.620 1.396
H 1.407 3.640 4.324
H 0.988 2.006 3.685
H -2.237 3.161 2.164
H -1.119 1.790 2.460
H -0.702 2.955 1.304
O -0.178 1.281 -0.716
C 0.041 0.027 0.038
C 0.805 -1.306 -0.492
O 1.070 -2.366 0.348
H -0.931 -0.316 0.394
H 0.457 0.364 0.987
H 1.740 -0.946 -0.921
H 0.179 -1.612 -1.331
C 0.177 4.740 -1.766
N 0.121 5.594 -3.000
O 0.011 5.017 -4.043
O 0.159 6.800 -2.797
H 0.972 5.119 -1.124
H 0.375 3.699 -2.019
H -0.801 4.801 -1.288
C -1.254 -4.625 0.220
N -2.037 -5.499 1.120
O -3.162 -5.767 0.820
O -1.455 -5.849 2.156
H -0.184 -4.825 0.271
H -1.328 -3.561 0.446
H -1.481 -4.726 -0.841
C -5.820 0.924 3.628
N -4.424 0.757 3.267
O -4.082 1.136 2.145
O -3.663 0.230 4.031
H -6.176 1.809 3.099
H -5.786 1.058 4.709
H -6.328 -0.001 3.357
C 0.494 0.531 -3.781
N 1.071 0.608 -5.132
O 1.363 1.647 -5.684
O 1.130 -0.416 -5.719
H 1.268 0.866 -3.090
H 0.198 -0.492 -3.548
H -0.382 1.178 -3.723
C -2.982 -1.483 -2.803
N -2.760 -1.615 -4.253
O -2.992 -2.733 -4.704
O -2.347 -0.649 -4.888
H -2.704 -2.422 -2.323
H -4.044 -1.361 -2.590
H -2.354 -0.687 -2.401
C 3.424 1.706 -1.714
N 4.545 2.309 -0.883
O 4.361 3.368 -0.331
O 5.619 1.676 -0.816
H 3.111 2.498 -2.395
H 2.616 1.444 -1.031
H 3.830 0.833 -2.224
C 1.239 -7.567 1.024
N 0.803 -8.430 -0.109
O 1.672 -8.767 -0.916
O -0.271 -8.957 -0.103
H 2.293 -7.697 1.269
H 0.604 -7.652 1.905
H 1.038 -6.570 0.632
C -1.203 -1.939 3.461
N -1.203 -2.272 4.931
O -0.954 -3.342 5.356
O -1.273 -1.323 5.675
H -0.706 -2.708 2.871
H -0.637 -1.008 3.444
H -2.232 -1.931 3.102
C 1.294 -3.062 -3.796
N 0.427 -4.189 -3.358
O -0.770 -3.956 -3.266
O 0.939 -5.272 -3.144
H 2.134 -3.503 -4.332
H 1.750 -2.642 -2.899
H 0.588 -2.488 -4.397
C -2.577 2.995 -5.321
N -3.587 4.046 -5.515
O -3.542 4.949 -4.708
O -4.415 3.956 -6.465
H -2.114 3.144 -4.346
H -1.847 3.217 -6.099
H -3.010 1.999 -5.413
C -3.913 -1.566 0.552
N -5.085 -1.701 1.446
O -4.917 -2.413 2.437
O -6.124 -1.179 1.168
H -2.964 -1.447 1.075
H -4.146 -0.757 -0.141
H -3.844 -2.508 0.010
C 4.153 -1.441 -5.851
N 4.870 -0.122 -5.588
O 4.375 0.640 -4.704
O 5.913 0.116 -6.139
H 4.761 -2.342 -5.938
H 3.716 -1.253 -6.832
H 3.375 -1.629 -5.111
C 2.673 -3.227 3.132
N 3.644 -3.840 2.154
O 4.692 -3.222 2.030
O 3.525 -5.016 1.723
H 1.862 -3.942 3.266
H 2.304 -2.279 2.742
H 3.248 -3.025 4.035
C 4.411 -3.133 -1.179
N 4.785 -2.469 -2.473
O 4.986 -1.236 -2.501
O 4.796 -3.259 -3.423
H 3.948 -4.114 -1.285
H 3.668 -2.473 -0.732
H 5.327 -3.195 -0.592
C 3.785 0.134 1.853
N 3.787 -0.024 3.343
O 4.889 -0.109 3.861
O 2.779 0.050 3.999
H 2.800 -0.088 1.443
H 4.329 -0.616 1.279
H 4.186 1.109 1.576
C -3.067 2.556 -0.995
N -4.163 2.589 -2.021
O -4.165 1.645 -2.776
O -5.061 3.431 -1.957
H -2.373 3.360 -1.239
H -2.634 1.598 -0.707
H -3.436 3.054 -0.099
*
```

***

Formula: C27H72N5O14
Source: OMol25
Level of theory: wB97M-V/def2-TZVPD

Summary:
Largest force on an atom ... 0.052 hartree/bohr
Calculated total energy ... -2398.6474 Ha
HOMO level (spin up / spin down) ... 0.1033 / -0.1570 hartree
Orbital gap (spin up / spin down) ... 1.28 / 8.55 eV

```
! RIJCOSX wB97M-V def2-TZVPD def2/J DEFGRID3
* xyz -2 2
N -0.623 -1.539 -0.033
O -0.316 -1.688 -1.226
O -1.801 -1.384 0.332
O 0.232 -1.702 0.882
C 0.962 3.411 1.756
O 0.707 2.370 2.660
C -0.560 1.745 2.637
C -0.581 0.603 3.653
N -0.199 1.177 4.955
C 0.367 0.140 5.791
C 0.927 0.612 7.160
O 2.009 1.457 6.922
C 2.654 2.061 8.056
H 0.479 3.425 0.779
H 2.018 3.607 1.570
H 0.546 4.292 2.244
H -0.727 1.330 1.643
H -1.320 2.518 2.755
H 0.165 -0.144 3.384
H -1.566 0.137 3.698
H 0.543 1.860 4.903
H 1.192 -0.362 5.284
H -0.318 -0.639 6.126
H 1.223 -0.276 7.717
H 0.158 1.108 7.752
H 1.984 2.677 8.656
H 3.402 2.700 7.587
H 3.207 1.431 8.752
C -1.210 -1.152 -6.343
O -2.215 -1.688 -5.491
C -1.724 -2.254 -4.250
C -2.854 -2.630 -3.325
N -3.233 -1.516 -2.469
C -4.491 -1.816 -1.707
C -4.933 -0.676 -0.782
O -5.702 0.270 -1.591
C -6.430 1.199 -0.817
H -1.719 -0.958 -7.287
H -0.382 -1.846 -6.488
H -0.911 -0.186 -5.935
H -0.925 -1.672 -3.792
H -1.178 -3.172 -4.467
H -2.548 -3.466 -2.697
H -3.611 -2.991 -4.021
H -2.549 -1.574 -1.729
H -4.322 -2.722 -1.125
H -5.355 -2.097 -2.308
H -4.046 -0.177 -0.390
H -5.575 -1.072 0.005
H -7.341 0.722 -0.457
H -6.736 1.978 -1.516
H -5.828 1.643 -0.024
C 3.166 2.153 -1.445
O 3.766 0.938 -1.147
C 3.014 0.003 -0.442
C 3.926 -1.247 -0.128
N 5.220 -0.840 0.370
C 6.203 -1.882 0.360
C 7.620 -1.307 0.626
O 7.986 -0.343 -0.367
C 9.061 0.459 -0.012
H 3.666 2.528 -2.338
H 3.206 2.867 -0.622
H 2.141 1.909 -1.724
H 2.129 -0.364 -0.962
H 2.679 0.356 0.533
H 4.021 -1.762 -1.084
H 3.567 -2.090 0.462
H 5.468 0.027 -0.086
H 6.230 -2.418 -0.589
H 6.050 -2.589 1.176
H 8.397 -2.072 0.650
H 7.510 -0.871 1.618
H 9.234 1.076 -0.894
H 9.947 -0.131 0.224
H 8.858 0.983 0.922
C -3.490 4.048 0.968
O -3.053 3.704 -0.319
C -3.051 2.326 -0.645
C -1.818 1.914 -1.541
N -1.960 2.535 -2.882
C -0.923 2.031 -3.796
C -1.046 2.751 -5.133
O -2.057 2.113 -5.877
C -2.607 2.870 -6.954
H -2.829 3.560 1.684
H -4.536 3.802 1.150
H -3.369 5.108 1.191
H -3.905 2.154 -1.301
H -3.133 1.597 0.161
H -1.748 0.827 -1.494
H -0.859 2.208 -1.114
H -1.841 3.524 -2.712
H -0.934 0.960 -4.003
H 0.064 2.197 -3.364
H -0.097 2.703 -5.668
H -1.331 3.776 -4.899
H -1.911 3.063 -7.770
H -2.868 3.834 -6.519
H -3.488 2.372 -7.359
C 2.003 -4.484 -1.136
O 1.730 -3.784 -2.378
H 2.965 -4.989 -1.219
H 2.075 -3.886 -0.228
H 1.338 -5.325 -0.939
H 1.153 -3.025 -2.263
C 0.466 -3.241 3.994
O 0.347 -3.823 2.738
H 1.397 -2.680 4.085
H -0.397 -2.592 4.145
H 0.381 -4.061 4.707
H 0.255 -3.143 2.066
C -3.870 -3.581 2.116
O -4.043 -2.195 2.028
H -2.985 -3.812 2.710
H -4.771 -3.858 2.664
H -3.958 -4.044 1.133
H -3.306 -1.912 1.482
*
```